No. 1
79
Properties=species:S:1:pos:R:3:forces:R:3:lowdin_charge:R:1 method="wB97M-V/def2-TZVPD" total_charge=-2 lumo_energy_ev=3.577 multiplicity=1
Cs 1.40278 1.75712 -0.68439 1.2 -0.9 -0.7 1.593
Cl -3.63194 5.86713 1.91115 0.1 -0.1 -0.1 0.566
C -2.28496 5.32967 0.93386 -0.1 0.0 0.1 -0.734
C -1.34104 6.23066 0.49768 0.0 0.1 0.0 -0.738
Cl -1.47839 7.92397 0.90679 0.0 -0.1 0.0 0.572
C -0.26759 5.77827 -0.27993 0.1 -0.1 -0.1 -0.614
Cl 0.94098 6.90778 -0.85410 -0.1 -0.1 0.1 0.606
C -0.08098 4.42546 -0.64663 -0.1 0.4 0.0 -0.503
O 0.92691 4.02851 -1.32061 -0.8 2.3 -0.7 -0.461
C -1.11643 3.46564 -0.20910 0.0 0.1 -0.1 -0.460
O -1.01010 2.22002 -0.58061 -2.1 0.8 0.1 -0.625
C -2.15187 3.96787 0.58047 -0.2 0.1 0.1 -0.584
Cl -3.37181 2.84089 1.14065 0.2 0.1 0.1 0.638
C -0.81386 -1.86353 3.34883 0.2 0.2 0.1 -0.192
Si -2.15390 -2.69626 2.37131 0.0 0.1 -0.1 0.314
C -3.79532 -2.01183 2.92600 -0.3 0.0 0.0 -0.194
C -2.12018 -4.52595 2.71261 0.0 -0.3 0.1 -0.188
C -1.93177 -2.40925 0.54909 0.1 -0.1 -0.2 -0.581
Te -1.54345 -0.29568 0.20863 -0.3 -0.1 0.3 1.306
C -2.31692 -0.24984 -1.77621 0.4 -0.1 -0.3 -0.580
Si -4.14366 -0.19271 -2.07440 0.3 0.1 0.2 0.362
C -4.81013 1.46714 -1.61159 -0.3 0.2 0.1 -0.192
C -4.43199 -0.46051 -3.89953 0.0 -0.1 -0.3 -0.191
C -5.08768 -1.50598 -1.15830 -0.3 -0.2 0.1 -0.188
H -0.96919 -2.01536 4.42123 0.1 0.0 0.0 0.030
H -0.79343 -0.78380 3.17624 0.0 0.0 0.0 0.014
H 0.16153 -2.26359 3.06580 0.1 0.0 0.0 0.012
H -3.85793 -2.01247 4.01749 0.0 0.0 0.0 0.025
H -4.62229 -2.61398 2.53608 0.0 0.1 0.0 0.025
H -3.92602 -0.98422 2.57931 0.0 0.0 0.0 0.018
H -2.35472 -4.73485 3.76042 0.0 -0.1 0.0 0.024
H -1.12794 -4.92543 2.48854 0.0 0.0 0.0 0.017
H -2.84787 -5.05004 2.08682 0.0 0.0 0.0 0.026
H -2.83957 -2.70521 0.02591 -0.1 0.0 -0.1 -0.009
H -1.11830 -3.04971 0.19318 0.0 0.0 0.0 -0.019
H -1.84424 -1.07105 -2.32321 0.0 0.0 0.0 -0.002
H -1.90354 0.69388 -2.15006 0.1 -0.1 0.0 0.005
H -4.20511 2.27961 -2.01818 0.0 0.0 0.0 0.044
H -4.82430 1.60567 -0.52833 -0.1 0.0 -0.2 -0.026
H -5.83211 1.55900 -1.99402 0.0 0.1 0.0 0.029
H -3.99814 0.35226 -4.48698 0.0 0.0 0.0 0.030
H -5.50215 -0.50355 -4.12252 0.0 0.0 0.0 0.023
H -3.97645 -1.39645 -4.23384 0.0 0.0 0.0 0.025
H -4.93401 -1.43491 -0.07920 0.0 0.0 0.0 0.018
H -4.83092 -2.51757 -1.47888 0.0 0.0 0.0 0.029
H -6.15244 -1.34247 -1.35903 0.0 -0.1 0.1 0.029
C 4.79231 -3.20425 -0.74022 -0.3 0.0 0.0 -0.028
N 3.46309 -2.77800 -1.14125 0.3 0.0 0.1 -0.061
C 2.31591 -3.03035 -0.47410 -0.2 -0.2 0.2 -0.751
Se 2.06915 -4.11572 1.02277 0.1 0.4 -0.5 0.508
N 1.33214 -2.38566 -1.14911 -0.1 -0.1 0.2 0.125
C 1.85056 -1.68973 -2.22489 -0.1 0.0 0.1 -0.202
C 1.25615 -0.90351 -3.19571 0.1 0.1 0.0 -0.031
C 2.10097 -0.32644 -4.13481 0.1 0.0 0.0 -0.091
C 3.48452 -0.54215 -4.10088 -0.1 0.0 0.1 -0.085
C 4.06661 -1.35274 -3.13529 0.0 0.1 -0.1 -0.002
C 3.21744 -1.92665 -2.20865 0.1 -0.1 0.0 -0.177
H 4.68403 -3.77332 0.18029 0.1 0.1 0.0 0.034
H 5.39870 -2.31297 -0.58470 0.1 0.0 0.0 0.082
H 5.22216 -3.84739 -1.51206 0.0 0.1 0.0 0.090
H 0.42168 -2.22191 -0.73973 0.0 0.0 0.0 0.068
H 0.19055 -0.72002 -3.20678 0.0 0.0 0.0 0.096
H 1.68105 0.31843 -4.89567 0.0 0.0 0.0 0.100
H 4.11375 -0.04922 -4.83005 0.0 0.0 0.0 0.095
H 5.13721 -1.48417 -3.07238 0.0 0.0 0.0 0.113
Cl 5.02479 3.58970 5.39655 0.0 -0.1 -0.2 0.594
C 4.73179 2.65624 3.93120 0.1 0.1 0.2 -0.662
C 5.77011 2.47181 3.03406 0.0 0.0 0.0 -0.115
C 5.53387 1.72098 1.89361 0.0 0.0 0.0 -0.021
C 4.28021 1.17079 1.64051 0.2 0.0 0.1 -0.128
C 3.25434 1.38435 2.55460 0.0 0.0 0.0 -0.022
C 3.47657 2.12505 3.70958 -0.1 0.0 0.0 -0.102
C 4.06642 0.33219 0.38106 0.4 -0.1 0.0 -0.694
O 5.08351 0.08970 -0.30647 -0.1 -0.1 0.0 -0.037
O 2.87940 0.02048 0.14409 1.7 -2.2 1.0 -0.408
H 6.73708 2.91285 3.23620 0.0 0.0 0.0 0.094
H 6.31388 1.53666 1.16693 0.0 0.0 0.0 0.110
H 2.27760 0.95488 2.36639 0.1 0.0 0.0 0.110
H 2.68485 2.29572 4.42649 0.0 0.0 0.0 0.102

No. 2
73
Properties=species:S:1:pos:R:3:forces:R:3:lowdin_charge:R:1 method="wB97M-V/def2-TZVPD" total_charge=0 lumo_energy_ev=0.621 smiles="O=C(C1=C[C@@H](c2ccc3c(c2)OCO3)C[C@@H](OCCCCO)O1)N1CCN(Cc2ccc3c(c2)OCO3)CC1" multiplicity=1
O -1.07098 -1.09701 0.18843 -0.3 -0.1 0.0 0.043
C -0.30713 -0.14494 0.06279 0.1 0.1 0.2 -0.377
N 0.85020 -0.23360 -0.60657 0.1 -0.1 0.0 -0.024
C 1.71903 0.85878 -0.96475 0.0 0.6 -0.3 -0.111
H 1.39820 1.77831 -0.48102 0.1 -0.1 0.0 0.120
C 1.72187 1.03157 -2.48608 0.1 0.0 0.2 -0.165
N 2.15837 -0.20169 -3.10873 -0.1 0.1 -0.1 -0.176
C 1.24468 -1.27824 -2.76811 0.1 -0.1 0.3 -0.150
C 1.22634 -1.47303 -1.25424 -0.2 -0.4 -0.2 -0.099
H 0.50721 -2.24211 -0.97258 0.1 0.1 0.0 0.126
H 2.22285 -1.76003 -0.90750 0.0 0.0 0.0 0.138
H 1.59079 -2.19333 -3.25126 -0.1 0.0 0.0 0.126
H 0.21928 -1.06123 -3.11946 0.0 0.0 0.0 0.137
C 2.33485 -0.07227 -4.54470 0.1 0.1 0.1 -0.161
C 3.04849 -1.26931 -5.11586 0.1 0.0 0.0 -0.227
C 4.16524 -1.77208 -4.46426 -0.1 0.1 0.0 -0.041
C 4.87141 -2.86804 -4.95049 0.0 -0.3 -0.3 0.017
C 4.41963 -3.43362 -6.11808 -0.5 0.3 -0.2 -0.205
C 3.29880 -2.93318 -6.78060 0.5 -0.2 0.3 -0.197
C 2.59477 -1.85729 -6.29879 0.1 -0.2 -0.2 0.052
H 1.72814 -1.48501 -6.81993 -0.2 0.1 -0.1 0.124
O 3.06649 -3.67679 -7.90786 -0.3 0.4 0.2 0.035
C 4.07756 -4.66143 -7.93581 0.1 -0.9 -0.9 -0.161
O 4.91892 -4.50386 -6.81422 0.2 0.2 0.4 0.033
H 4.66971 -4.55519 -8.85923 -0.1 0.1 0.2 0.139
H 3.61760 -5.66261 -7.91463 0.1 0.3 0.1 0.139
H 5.73577 -3.25826 -4.44046 0.1 -0.1 0.1 0.118
H 4.48071 -1.29873 -3.54853 0.0 0.0 0.1 0.113
H 2.94602 0.81961 -4.72153 -0.1 0.0 0.0 0.130
H 1.37161 0.07210 -5.06510 0.1 0.0 0.0 0.126
H 2.41817 1.82906 -2.75586 0.0 0.0 0.0 0.124
H 0.70836 1.32514 -2.81944 0.1 0.0 0.0 0.133
H 2.73392 0.61615 -0.63310 0.0 0.1 0.0 0.137
C -0.64821 1.15772 0.72356 -0.3 0.2 0.1 -0.172
C -1.87193 1.67436 0.64118 0.2 0.1 -0.1 0.023
C -2.27606 2.93750 1.33696 0.2 0.1 0.1 -0.233
C -3.31149 2.70155 2.41998 -0.2 0.1 -0.1 -0.187
C -3.96452 3.79695 2.96733 0.1 -0.1 -0.1 -0.043
C -4.90201 3.66812 3.98799 -0.2 -0.2 0.3 0.012
C -5.16112 2.39708 4.43758 0.3 -0.4 -0.3 -0.205
C -4.51820 1.29021 3.88522 -0.2 0.6 0.1 -0.182
C -3.59736 1.41411 2.87544 -0.3 -0.1 0.2 0.065
H -3.11375 0.54809 2.46013 0.1 -0.1 -0.1 0.116
O -4.96231 0.15126 4.50631 0.3 0.0 -0.4 0.036
C -5.90054 0.57664 5.46920 -0.6 -0.7 0.8 -0.163
O -6.02453 1.98169 5.41963 0.1 0.5 -0.2 0.031
H -5.56314 0.27201 6.47358 0.0 0.1 -0.2 0.139
H -6.87902 0.11327 5.26204 0.2 0.1 0.0 0.139
H -5.40366 4.52348 4.40835 -0.1 0.1 0.1 0.117
H -3.74414 4.78576 2.59240 0.0 0.1 -0.1 0.115
C -1.02298 3.62462 1.90709 0.1 -0.4 0.0 -0.042
C -0.06738 2.58226 2.49091 0.2 0.9 0.3 -0.344
O -0.70131 1.93657 3.54039 -0.1 0.0 -0.3 -0.059
C 0.12457 1.18451 4.41311 0.4 -0.3 0.2 -0.175
C 0.49885 -0.21301 3.91456 -0.4 0.2 -0.1 -0.163
C -0.72407 -1.10680 3.72355 0.4 -0.2 -0.1 -0.173
C -0.34093 -2.54393 3.36102 -0.4 0.1 0.3 -0.274
O 0.31454 -2.65291 2.12441 0.2 0.1 -0.4 -0.075
H -0.26805 -2.27521 1.44435 0.1 -0.1 0.0 0.043
H -1.24888 -3.16630 3.36733 0.1 0.0 0.1 0.116
H 0.35583 -2.94615 4.10292 -0.1 0.0 0.0 0.116
H -1.31724 -1.12186 4.64015 -0.1 0.0 0.1 0.120
H -1.34709 -0.70006 2.92555 -0.1 0.0 0.0 0.093
H 1.16427 -0.65935 4.65757 0.1 0.0 0.0 0.121
H 1.04705 -0.14045 2.97409 0.1 0.0 0.1 0.110
H 1.03893 1.75799 4.62777 -0.1 0.0 0.0 0.124
H -0.46431 1.10020 5.33105 0.1 0.0 0.0 0.129
O 0.36839 1.69193 1.48076 -0.1 -0.4 -0.3 0.001
H 0.86964 3.05854 2.83514 -0.2 -0.2 0.0 0.168
H -0.49176 4.15356 1.11317 0.0 0.0 0.0 0.131
H -1.29373 4.33033 2.69010 0.0 0.1 0.0 0.125
H -2.72515 3.61318 0.59723 0.1 -0.1 0.1 0.151
H -2.61409 1.16468 0.04844 0.0 -0.2 -0.1 0.136

No. 3
78
Properties=species:S:1:pos:R:3:forces:R:3:lowdin_charge:R:1 method="wB97M-V/def2-TZVPD" total_charge=0 lumo_energy_ev=-0.816 multiplicity=1
Ti -1.04357 -0.21732 -0.35915 0.4 -0.6 -0.2 1.076
O -2.08608 2.19202 0.21990 0.2 -0.1 0.2 -0.117
C -1.61251 3.48982 0.55863 -0.2 0.1 -0.2 -0.219
C -1.89441 3.83228 2.01070 0.0 0.0 0.0 -0.162
C -1.20734 2.89000 3.00170 0.0 0.1 0.1 -0.124
C 0.29471 3.02026 3.00216 0.0 -0.1 0.0 -0.274
C 0.91012 4.22672 3.33102 0.0 0.0 0.0 -0.019
C 2.29085 4.30728 3.34258 0.0 0.0 0.0 -0.064
C 3.02828 3.17867 3.02262 0.0 0.0 0.0 -0.087
C 2.33548 2.02406 2.70703 0.0 0.0 0.1 -0.186
N 1.00746 1.93347 2.69568 0.0 0.0 0.1 0.111
H -3.04234 2.15800 0.33763 0.0 0.1 0.0 0.110
H -2.07450 4.22766 -0.10451 0.0 0.0 0.0 0.126
H -0.54360 3.49158 0.34414 0.0 -0.1 0.1 0.103
H -2.97581 3.81063 2.17827 0.0 -0.1 0.0 0.119
H -1.58760 4.86702 2.19042 0.0 0.0 0.0 0.110
H -1.47091 1.85627 2.78033 0.0 0.0 0.0 0.096
H -1.57357 3.11608 4.00776 0.0 0.0 0.0 0.123
H 0.30486 5.08773 3.58489 0.0 0.0 0.0 0.113
H 2.78490 5.23574 3.59909 0.0 0.0 0.0 0.107
H 4.10918 3.19107 3.00670 0.0 0.0 0.0 0.103
H 2.87872 1.11851 2.44551 0.0 0.0 0.0 0.100
O -4.17295 -0.09812 1.76184 0.0 0.0 0.1 0.156
C -3.26810 -0.54979 1.12708 0.0 -0.2 -0.1 -0.487
O -1.98081 -0.22017 1.26253 -0.5 0.4 -0.1 -0.217
C -3.40582 -1.58087 -0.03980 -0.1 0.1 0.2 -0.516
O -4.45201 -2.07541 -0.34222 0.1 -0.2 0.0 0.150
O -2.23369 -1.76010 -0.61566 -0.1 0.1 -0.1 -0.193
Br 0.37133 3.60099 -3.90161 0.0 0.0 0.0 0.814
C -0.10552 1.92938 -4.64237 0.0 0.0 0.0 -0.595
C 0.53676 1.53954 -5.80964 0.0 0.0 0.0 -0.127
C 0.25408 0.30777 -6.37670 0.0 0.0 0.0 -0.077
C -0.65678 -0.54589 -5.77052 0.0 0.0 0.0 -0.077
C -1.27326 -0.16181 -4.59295 0.0 0.0 0.0 -0.029
C -1.01548 1.08083 -4.01835 0.0 0.1 0.0 -0.159
C -1.75777 1.45926 -2.76658 0.2 -0.2 0.0 -0.525
O -2.26688 2.52713 -2.58771 -0.1 0.0 -0.1 0.109
O -1.83229 0.43125 -1.90698 -0.2 0.3 0.1 -0.163
H 1.25550 2.20525 -6.26665 0.0 0.0 0.0 0.097
H 0.75035 0.01773 -7.29382 0.0 0.0 0.0 0.106
H -0.88602 -1.50623 -6.21369 0.0 0.0 0.0 0.106
H -1.98517 -0.81513 -4.10571 0.0 0.0 0.0 0.122
S 2.56562 2.85843 -0.57626 0.0 0.0 -0.1 0.670
C 1.36386 1.82399 -0.48524 0.0 0.1 0.0 -0.923
N 0.47393 1.04673 -0.40996 0.2 -0.1 0.2 -0.020
C 1.70657 -2.89944 -3.71302 0.0 0.0 0.0 -0.048
C 0.37961 -3.19761 -3.45702 0.0 0.0 0.0 -0.042
C -0.30338 -2.46505 -2.50373 0.0 -0.1 0.1 -0.114
N 0.27108 -1.48561 -1.79201 -0.1 0.0 -0.1 0.002
C 1.55541 -1.20525 -2.04341 -0.1 0.1 -0.1 -0.138
C 2.30223 -1.87908 -2.99206 0.0 0.0 0.0 -0.033
H 2.26299 -3.44592 -4.46321 0.0 0.0 0.0 0.113
H -0.13978 -3.97887 -3.99401 0.0 0.0 0.0 0.114
H -1.34308 -2.65772 -2.28180 0.0 0.0 0.0 0.111
H 1.99286 -0.40209 -1.47137 0.0 0.0 0.0 0.085
H 3.33236 -1.59431 -3.15302 0.0 0.0 0.0 0.115
C 3.12064 -2.74045 1.93827 0.0 0.0 0.0 -0.139
C 2.21955 -2.01451 0.94204 0.1 0.0 0.0 -0.401
P 0.44376 -1.84895 1.37722 -0.1 0.1 -0.1 0.989
C -0.05183 -3.61626 1.55562 0.1 -0.1 -0.1 -0.368
C -1.54286 -3.94039 1.49715 0.0 0.0 0.0 -0.128
C 0.53829 -1.30842 3.12629 0.0 0.0 0.0 -0.376
C -0.76993 -1.26527 3.91240 0.0 0.0 0.0 -0.121
H 4.09563 -2.94201 1.49294 0.0 0.0 0.0 0.074
H 2.69759 -3.69770 2.24606 0.0 0.0 0.0 0.066
H 3.28902 -2.14625 2.83584 0.0 0.0 0.0 0.065
H 2.24535 -2.52697 -0.02133 0.0 0.0 0.0 0.061
H 2.58995 -1.00107 0.75677 0.0 0.0 0.0 0.070
H 0.36390 -3.95070 2.51063 0.0 0.0 0.0 0.078
H 0.47891 -4.17515 0.77866 0.0 0.0 0.0 0.084
H -2.13134 -3.29846 2.15460 0.0 0.0 0.0 0.067
H -1.71060 -4.97085 1.81339 0.0 0.0 0.0 0.078
H -1.93483 -3.82868 0.49111 0.0 0.0 0.0 0.059
H 0.98997 -0.31558 3.11595 0.0 0.0 0.0 0.044
H 1.23052 -1.99387 3.62323 0.0 0.0 0.0 0.072
H -1.49919 -0.60354 3.45485 0.0 0.0 0.0 0.049
H -0.57279 -0.90025 4.92135 0.0 0.0 0.0 0.077
H -1.21775 -2.25607 4.00953 0.0 0.0 0.0 0.066

No. 4
73
Properties=species:S:1:pos:R:3:forces:R:3:lowdin_charge:R:1 method="wB97M-V/def2-TZVPD" total_charge=-2 lumo_energy_ev=4.401 multiplicity=1
Cu -0.00684 0.06769 -0.16914 0.2 -0.2 0.1 0.170
C 5.28667 -0.51567 -0.08164 0.1 0.0 0.1 -0.107
C 5.39188 -0.43782 1.30171 -0.1 0.0 -0.1 -0.111
C 4.29897 -0.00490 2.02678 0.2 0.0 0.1 -0.042
C 3.11020 0.35486 1.36837 0.1 -0.2 -0.2 -0.239
N 3.04550 0.32023 0.03665 -0.1 0.1 -0.1 0.123
C 4.09066 -0.11193 -0.65248 0.0 0.1 -0.1 -0.157
C 1.89318 0.64951 2.15443 -0.7 -0.2 0.3 -0.210
C 2.07878 1.24007 3.41472 0.1 0.1 -0.1 -0.106
C 1.05622 1.28781 4.34169 0.0 0.1 0.2 -0.146
C -0.16078 0.69919 4.01903 -0.1 0.0 0.1 -0.141
C -0.36406 0.18904 2.74749 -0.1 -0.1 -0.1 -0.170
C 0.60722 0.18145 1.72408 1.0 0.2 0.2 -0.129
H 6.10810 -0.86794 -0.69373 0.0 0.0 0.0 0.081
H 6.30863 -0.73032 1.80264 0.0 0.0 0.0 0.087
H 4.34457 0.03032 3.10795 0.0 -0.1 0.0 0.093
H 3.96296 -0.12785 -1.73298 0.0 0.0 0.0 0.100
H 3.03860 1.68835 3.66532 0.0 0.0 0.0 0.087
H 1.20903 1.75770 5.30855 0.0 0.0 0.0 0.075
H -0.96045 0.68260 4.75646 0.0 0.0 0.0 0.082
H -1.34734 -0.21062 2.51028 0.1 0.1 -0.1 0.062
Cl 1.45387 2.24356 -2.39731 0.0 0.1 0.3 0.623
C 0.66877 0.79978 -2.99558 -0.2 -0.5 0.1 -0.700
C 0.29070 -0.21402 -2.09018 0.2 0.1 -0.8 -0.256
C -0.16190 -1.37056 -2.74454 0.1 0.3 0.2 -0.711
Cl -0.51708 -2.76707 -1.75305 -0.1 -0.1 0.1 0.606
C -0.33878 -1.49975 -4.11417 0.0 0.0 -0.1 -0.721
Cl -0.88671 -2.98588 -4.83660 -0.1 0.0 0.0 0.590
C -0.05679 -0.41932 -4.94640 0.1 0.0 0.2 -0.741
Cl -0.33719 -0.51143 -6.65099 0.0 0.0 -0.1 0.594
C 0.48125 0.73058 -4.37185 0.0 -0.1 -0.1 -0.725
Cl 0.92121 2.04856 -5.41952 0.0 0.1 -0.1 0.591
C -3.00831 1.36571 -2.84780 0.1 0.0 0.0 -0.108
C -4.01961 1.60043 -1.71722 0.2 -0.2 0.1 -0.582
C -4.84557 0.30892 -1.64484 0.0 0.0 0.1 -0.119
C -4.94189 2.76912 -2.06043 0.0 0.0 0.1 -0.101
P -2.97320 1.63229 -0.05576 -1.1 0.5 0.1 0.800
N -1.92654 0.54123 0.01556 -0.3 0.3 -0.1 -0.245
C -2.39288 3.47366 0.12307 0.3 -0.3 -0.1 -0.588
C -1.76419 3.82463 -1.22831 0.0 0.0 0.0 -0.119
C -3.40382 4.55651 0.49278 -0.1 -0.1 0.0 -0.100
C -1.24065 3.45589 1.13765 0.0 0.0 0.0 -0.098
C -4.29411 1.40515 1.37462 0.2 -0.1 -0.1 -0.581
C -5.63811 2.12416 1.25964 0.1 0.0 0.0 -0.104
C -3.59873 1.85533 2.66663 0.1 0.0 -0.1 -0.115
C -4.50722 -0.11186 1.51298 0.1 0.0 0.0 -0.123
H -3.50198 0.91383 -3.71704 -0.1 0.0 0.0 0.078
H -2.24055 0.67494 -2.49200 0.1 0.0 -0.1 0.053
H -2.52167 2.28022 -3.18559 0.0 0.0 0.0 0.063
H -5.19660 0.02657 -2.64471 0.0 0.1 0.0 0.073
H -5.72466 0.41110 -1.00859 0.0 0.0 0.0 0.047
H -4.21470 -0.49637 -1.26377 -0.1 -0.1 0.0 0.076
H -5.53254 2.51569 -2.95086 0.0 0.0 0.0 0.076
H -4.38298 3.67675 -2.28950 -0.1 0.0 0.0 0.051
H -5.64118 2.99114 -1.25167 0.0 0.0 -0.1 0.050
H -2.50638 4.12116 -1.97098 0.1 0.0 0.0 0.055
H -1.21204 2.96661 -1.60104 0.2 0.0 -0.1 0.036
H -1.05349 4.65082 -1.11909 0.0 0.0 0.1 0.079
H -4.26557 4.55975 -0.17879 0.0 0.1 0.1 0.054
H -2.91388 5.53537 0.41510 0.0 0.0 0.0 0.077
H -3.76192 4.45604 1.51851 0.0 0.0 -0.1 0.051
H -0.58595 2.60574 0.93472 0.0 0.0 0.1 0.059
H -1.58412 3.37570 2.16802 0.0 0.0 0.0 0.058
H -0.64977 4.37595 1.05101 -0.1 0.0 0.0 0.076
H -5.51395 3.20497 1.17047 -0.1 -0.1 0.0 0.051
H -6.23443 1.93086 2.16171 0.0 0.0 0.0 0.075
H -6.21577 1.77062 0.40567 0.0 0.0 0.0 0.047
H -3.59890 2.94041 2.78053 0.0 0.0 0.0 0.053
H -2.56840 1.49631 2.67400 -0.1 0.1 0.1 0.042
H -4.11292 1.43463 3.53942 -0.1 0.0 0.0 0.074
H -5.31136 -0.48173 0.87724 0.0 0.0 0.0 0.053
H -4.75714 -0.37774 2.54712 0.0 0.1 0.0 0.066
H -3.57600 -0.61498 1.23412 0.0 -0.1 0.0 0.055

HOMO-LUMO gap (eV)
4.8742 8.5076 7.8848 4.5801